The following is a quantum chemistry calculation of a single C21H23ClN2O3 molecule, from the Open Molecules 2025 dataset.

## Properties
HOMO level   -8.7815 eV
Gap between HOMO and LUMO   9.29 eV
Energy relative to the best compared isomer or geometry (same formula, charge and spin)   44.3 kJ/mol
Spin multiplicity   1
LUMO level   0.51 eV
M   386.88 g/mol
SMILES string   O=C(NCCOc1ccccc1)[C@H]1CCC(=O)N(Cc2ccc(Cl)cc2)C1

CARTESIAN COORDINATES (ANGSTROEM)
1 O 1.85885 1.48384 -0.34955
2 C 0.77788 1.18664 -0.80755
3 N -0.29904 0.93700 -0.03445
4 C -0.24992 0.93519 1.40965
5 C -0.97536 -0.30041 1.94808
6 O -2.33995 -0.30450 1.58733
7 C -3.23271 0.45891 2.29015
8 C -4.54518 0.41923 1.81824
9 C -5.53848 1.13523 2.45303
10 C -5.24150 1.90336 3.56796
11 C -3.94219 1.94391 4.03678
12 C -2.93501 1.23081 3.40639
13 C 0.49879 1.05023 -2.30900
14 C 1.55820 1.80841 -3.11960
15 C 2.09815 0.97196 -4.27828
16 C 2.66891 -0.32081 -3.73744
17 O 3.77863 -0.73938 -3.99610
18 N 1.80907 -0.96559 -2.91255
19 C 2.19432 -2.21348 -2.28327
20 C 2.25274 -2.08205 -0.78573
21 C 1.44544 -2.85677 0.03582
22 C 1.47861 -2.70084 1.41094
23 C 2.31676 -1.74513 1.96115
24 Cl 2.31738 -1.50709 3.67617
25 C 3.14168 -0.97288 1.15954
26 C 3.10925 -1.15058 -0.21002
27 C 0.48402 -0.44548 -2.69571
28 H -1.19042 0.70209 -0.44334
29 H -0.72130 1.84619 1.79697
30 H 0.80127 0.92169 1.70301
31 H -0.84423 -0.38264 3.03156
32 H -0.55809 -1.19549 1.47870
33 H -4.76009 -0.18840 0.95294
34 H -6.54979 1.09323 2.07705
35 H -6.01749 2.46406 4.06578
36 H -3.69860 2.53815 4.90506
37 H -1.93223 1.28565 3.80036
38 H -0.50034 1.45116 -2.50433
39 H 1.14892 2.74614 -3.49702
40 H 2.38616 2.04928 -2.44787
41 H 2.88888 1.50700 -4.80334
42 H 1.30268 0.74486 -4.99277
43 H 3.18514 -2.45206 -2.68297
44 H 1.49293 -3.00421 -2.57356
45 H 0.78506 -3.59505 -0.39721
46 H 0.85804 -3.31022 2.04981
47 H 3.79300 -0.23476 1.59851
48 H 3.74410 -0.55052 -0.84245
49 H -0.11315 -0.56330 -3.61149
50 H 0.01020 -1.03261 -1.90538

These are the Mulliken partial charges, in e, on atoms 1 to 5: atom 1 (O): -0.67, atom 2 (C): 0.04, atom 3 (N): -0.05, atom 4 (C): -0.58, atom 5 (C): -0.32